[1]
Entry from OMol25: the molecule C5H6O2 (ωB97M-V/def2-TZVPD).

ΔE to the lowest compared entry with this formula, charge and spin: 78.1 kcal/mol
Structure (SMILES): C=C=C(C=O)CO
HOMO level: -9.62 eV
Gap between HOMO and LUMO: 10.09 eV

Each line ends with the Mulliken charge.
Atoms and positions in Å:
C: -1.79 -0.92 1.25  -0.635
C: -0.51 -0.70 1.00  0.074
C: 0.32 -0.15 0.15  0.417
C: -0.81 0.40 -0.74  -0.182
O: -1.19 1.54 -0.70  -0.491
C: 1.79 0.15 -0.07  -0.475
O: 2.02 0.52 -1.41  -0.527
H: -2.39 -0.14 1.71  0.279
H: -2.28 -1.84 0.95  0.293
H: -1.30 -0.40 -1.32  0.383
H: 2.14 0.93 0.63  0.241
H: 2.41 -0.74 0.11  0.289
H: 1.58 1.37 -1.56  0.334

***

[2]
Entry from OMol25: the molecule C5H8O2 (ωB97M-V/def2-TZVPD).

ΔE to the lowest compared entry with this formula, charge and spin: 24.6 kcal/mol
Structure (SMILES): C[C@@]1(O)CCC1=O
HOMO level: -9.80 eV
Gap between HOMO and LUMO: 10.72 eV

Each line ends with the Mulliken charge.
Atoms and positions in Å:
C: -1.61 -0.66 -0.02  -1.473
C: -0.46 0.32 -0.18  1.259
O: -1.00 1.58 -0.49  -0.585
C: 0.53 0.22 1.03  -0.954
C: 1.60 -0.48 0.15  -0.478
C: 0.81 0.05 -1.02  0.221
O: 1.15 0.56 -2.06  -0.584
H: -2.25 -0.25 0.76  0.377
H: -2.21 -0.76 -0.93  0.340
H: -1.29 -1.66 0.32  0.340
H: -0.48 1.93 -1.23  0.358
H: 0.84 1.22 1.35  0.286
H: 0.16 -0.36 1.88  0.328
H: 2.64 -0.14 0.22  0.310
H: 1.57 -1.57 0.22  0.256

***

[3]
Entry from OMol25: C4H6Br2FeN2O4S as an isolated structure (ωB97M-V/def2-TZVPD).

ΔE to the lowest compared entry with this formula, charge and spin: 3.0 kcal/mol
HOMO level (alpha / beta): -8.61 / -8.61 eV
Gap between HOMO and LUMO (alpha / beta): 8.19 / 8.14 eV
Multiplicity: 5

Each line ends with the Mulliken charge.
Atoms and positions in Å:
Fe: 0.57 0.44 0.44  0.563
Br: 3.17 0.13 1.31  -0.017
C: 2.76 -1.64 1.97  -0.448
Br: 0.91 -2.07 1.64  -0.018
H: 2.92 -1.65 3.04  0.353
H: 3.37 -2.35 1.44  0.387
O: -1.17 2.50 3.29  -0.564
C: -0.78 1.97 2.29  0.692
O: 0.16 1.05 2.22  -0.484
C: -1.39 2.36 0.89  0.535
O: -2.26 3.17 0.78  -0.575
O: -0.85 1.69 -0.11  -0.916
N: -1.44 0.38 -2.38  -0.348
C: -0.54 -0.59 -2.32  0.629
N: -0.87 -1.83 -2.69  -0.387
S: 1.08 -0.28 -1.84  -0.427
H: -2.41 0.14 -2.51  0.232
H: -1.28 1.18 -1.76  0.376
H: -1.80 -2.06 -2.99  0.198
H: -0.16 -2.54 -2.68  0.219

***

[4]
Entry from OMol25: C15H44BrN3O3S2Ta as an isolated structure at a distorted geometry (ωB97M-V/def2-TZVPD).

Charge: -1
HOMO level: -4.98 eV
Gap between HOMO and LUMO: 7.33 eV

Each line ends with the Mulliken charge.
Atoms and positions in Å:
S: 4.74 -2.89 2.76  -0.570
Ta: 4.56 -2.63 0.28  0.646
S: 6.30 -4.38 -0.23  -0.486
C: 2.76 -4.00 0.10  -1.297
C: 1.49 -3.56 0.86  0.287
C: 0.37 -3.04 0.01  -0.491
Br: -0.34 -4.34 -1.28  -0.243
H: 4.23 -4.13 2.79  0.135
H: 4.57 -2.35 -1.52  -0.261
H: 3.35 -1.26 0.34  -0.167
H: 5.81 -1.26 0.43  -0.103
H: 6.08 -4.57 -1.53  0.122
H: 3.10 -4.97 0.47  0.337
H: 2.53 -4.14 -0.96  0.367
H: 1.72 -2.71 1.52  -0.127
H: 1.11 -4.36 1.51  0.358
H: 0.68 -2.19 -0.59  0.252
H: -0.50 -2.76 0.59  0.226
C: -0.71 0.80 4.71  -1.409
C: 0.54 0.43 3.92  0.206
C: 0.35 0.45 2.40  0.234
O: -0.39 -0.64 1.88  -0.110
C: -1.80 -0.50 1.90  -0.752
N: 1.06 -0.85 4.41  -0.716
H: -1.43 -0.01 4.71  0.208
H: -0.44 1.00 5.75  0.390
H: -1.19 1.69 4.30  0.356
H: 1.31 1.18 4.13  0.409
H: 1.34 0.39 1.94  0.289
H: -0.12 1.39 2.08  -0.863
H: -2.09 0.54 1.71  0.416
H: -2.25 -0.83 2.84  0.203
H: -2.19 -1.11 1.09  0.262
H: 1.97 -1.05 4.00  0.273
H: 0.45 -1.59 4.08  0.351
C: -1.25 3.29 1.93  -0.939
C: -1.27 2.72 0.52  0.935
C: -0.95 3.75 -0.57  -0.720
O: -1.98 4.68 -0.84  -0.428
C: -2.01 5.82 -0.02  -0.646
N: -2.53 2.02 0.29  -0.505
H: -2.14 3.89 2.12  0.450
H: -1.25 2.48 2.66  -0.209
H: -0.37 3.91 2.10  0.328
H: -0.48 1.97 0.45  0.318
H: -0.78 3.21 -1.51  -0.038
H: -0.02 4.29 -0.32  0.460
H: -0.99 6.16 0.22  0.301
H: -2.54 5.65 0.92  0.233
H: -2.52 6.61 -0.57  0.268
H: -2.50 1.53 -0.60  0.187
H: -3.28 2.70 0.19  0.295
C: -0.98 1.26 -4.13  -1.556
C: -0.97 0.19 -3.05  0.844
C: -0.52 -1.19 -3.54  -0.053
O: -1.48 -1.86 -4.34  -0.400
C: -1.40 -1.63 -5.72  -0.672
N: -2.28 0.15 -2.40  -0.568
H: -1.83 1.12 -4.81  0.326
H: -1.09 2.25 -3.68  0.260
H: -0.07 1.24 -4.72  0.346
H: -0.24 0.49 -2.28  0.254
H: -0.36 -1.82 -2.66  -0.551
H: 0.44 -1.12 -4.07  0.515
H: -0.35 -1.54 -6.05  0.326
H: -1.93 -0.72 -6.03  0.221
H: -1.85 -2.49 -6.22  0.265
H: -2.24 -0.49 -1.60  0.120
H: -2.94 -0.28 -3.04  0.304

***

[5]
Entry from OMol25: a 2-piece molecular cluster, C2H3ClINO overall at a distorted geometry (ωB97M-V/def2-TZVPD).

ΔE to the lowest compared entry with this formula, charge and spin: 104.3 kcal/mol
HOMO level: -8.15 eV
Gap between HOMO and LUMO: 8.36 eV

Each line ends with the Mulliken charge.
Atoms and positions in Å:
C: -1.33 -1.14 -0.23  0.695
C: 0.95 0.31 1.02  -0.622
N: -0.99 -0.58 -1.24  -0.531
O: -1.87 -1.52 0.73  -0.389
Cl: 0.17 1.85 0.40  0.037
I: 2.71 -0.12 -0.32  -0.060
H: 1.41 0.70 2.04  0.282
H: -0.68 1.41 -0.51  0.344
H: -0.38 -0.93 -1.88  0.244

***

[6]
Entry from OMol25: a 2-piece molecular cluster, C2H3ClO overall at a distorted geometry (ωB97M-V/def2-TZVPD).

ΔE to the lowest compared entry with this formula, charge and spin: 31.7 kcal/mol
Structure (SMILES): C=C=O.Cl
HOMO level: -9.51 eV
Gap between HOMO and LUMO: 10.04 eV

Each line ends with the Mulliken charge.
Atoms and positions in Å:
C: -0.50 0.19 1.22  -0.793
C: 0.72 0.15 1.04  0.733
O: 1.89 0.23 0.88  -0.399
H: -1.13 0.34 0.24  0.200
H: -0.83 -0.12 2.18  0.261
Cl: 0.22 -0.79 -2.31  -0.266
H: -0.38 -0.01 -3.24  0.263

***

no.,calculated total energy (eV)
1,-9373.707
2,-9408.765
3,-200724.719
4,-120143.718
5,-26279.080
6,-16691.104